Density functional theory data (ωB97M-V/def2-TZVPD) for a structure of composition C43H38BrF4MnN5O2PS.

total charge: +1
spin multiplicity: 6
energy: -189104.97196 eV
frontier orbital gap (alpha / beta): 4.84 / 7.15 eV
energy relative to the best compared isomer or geometry (same formula, charge and spin): 1.1 kcal/mol
⟨S²⟩: 8.847

Last column: Löwdin spin population.
Element x y z (Å)
1 Mn 0.85721 -1.27459 -0.92194  3.764
2 C 1.11370 -5.18157 4.80512  0.000
3 C 0.67734 -4.44171 3.56260  0.001
4 C -0.42377 -3.58031 3.55947  0.001
5 C -0.79186 -2.86809 2.42460  0.001
6 C -2.05151 -2.12302 2.48412  0.001
7 N -2.61930 -1.47946 1.50946  0.002
8 C -3.98791 -0.86186 1.53513  0.002
9 C -3.92929 0.54876 0.93216  0.001
10 C -3.04613 0.60518 -0.34252  0.027
11 N -3.57685 -0.37944 -1.32927  0.156
12 C -3.38830 -0.34450 -2.69457  0.353
13 C -2.25943 -0.32402 -3.53299  0.020
14 C -2.49233 -0.10862 -4.91394  0.164
15 C -1.47545 0.07378 -5.83057  0.011
16 C -1.79693 0.39055 -7.26207  -0.006
17 C -0.16638 0.03559 -5.38729  0.177
18 C 0.14894 -0.33307 -4.03463  0.017
19 C 1.51526 -0.53444 -3.65382  0.009
20 N 1.99494 -0.96486 -2.53028  -0.043
21 C 3.45263 -1.24201 -2.41822  0.000
22 C 3.66732 -2.77862 -2.26634  -0.001
23 C 2.42498 -3.64132 -2.24835  0.004
24 N 1.63168 -3.28793 -1.06179  0.059
25 C 1.62888 -4.10526 -0.10200  0.010
26 C 1.00428 -3.81568 1.19516  0.001
27 C 1.33650 -4.54966 2.34385  0.000
28 C -0.06122 -2.89595 1.20922  0.004
29 O -0.41087 -2.10319 0.25121  0.026
30 C -0.90927 -0.54970 -3.11927  0.059
31 O -0.74030 -0.96448 -1.89613  0.044
32 H 0.40152 -5.04661 5.61164  0.000
33 H 2.08001 -4.84975 5.16912  0.000
34 H 1.20168 -6.25921 4.63575  0.000
35 H -1.03677 -3.40396 4.45656  0.000
36 H -2.64007 -2.20611 3.39103  0.000
37 H -2.12662 -1.56314 0.62248  0.001
38 H -4.28632 -0.80272 2.58045  0.000
39 H -4.66254 -1.55321 1.00638  0.001
40 H -3.50668 1.24875 1.62790  0.000
41 H -4.92494 0.93868 0.66672  0.000
42 H -2.02841 0.34754 -0.10153  0.001
43 H -3.14927 1.65151 -0.73718  0.005
44 H -4.56993 -0.39155 -1.18027  0.000
45 H -4.34065 -0.34294 -3.26320  0.016
46 H -3.50416 0.07833 -5.27036  0.006
47 H -2.54826 -0.30178 -7.64457  -0.001
48 H -0.89701 0.28226 -7.84744  0.000
49 H -2.12884 1.43910 -7.35020  -0.003
50 H 0.66227 0.20350 -6.08147  0.010
51 H 2.23888 -0.22740 -4.42847  -0.003
52 H 3.82311 -0.70372 -1.57334  -0.001
53 H 3.93450 -0.93040 -3.35434  -0.001
54 H 4.18773 -2.93394 -1.33788  0.000
55 H 4.28962 -3.14844 -3.06596  0.000
56 H 2.71358 -4.66626 -2.30053  0.001
57 H 1.80217 -3.43478 -3.10761  0.000
58 H 2.15378 -5.06632 -0.17561  0.003
59 H 2.15050 -5.22573 2.22072  0.000
60 F -2.18776 7.06117 -0.82057  0.000
61 C -1.54692 5.93546 -0.52289  0.000
62 C -1.02444 5.74449 0.73643  0.000
63 F -1.19952 6.62493 1.71207  0.000
64 C -0.45649 4.51631 1.05023  0.001
65 F -0.02141 4.36291 2.29989  0.000
66 C -0.31344 3.46340 0.14694  0.003
67 P 0.49732 1.91530 0.64762  0.013
68 C 2.12999 2.63490 1.06431  0.001
69 C 2.49568 2.97878 2.35887  0.001
70 C 3.61359 3.75774 2.57294  0.000
71 C 4.40777 4.19375 1.51997  0.000
72 C 4.10782 3.80777 0.21825  0.000
73 C 2.96534 3.04032 0.00004  0.000
74 C -0.17716 1.43095 2.30542  0.000
75 C -1.39765 1.92039 2.74974  0.000
76 C -1.91305 1.41468 3.91826  0.000
77 C -1.30566 0.43131 4.66496  0.000
78 C -0.07651 -0.04519 4.21240  0.000
79 C 0.48626 0.42441 3.05020  0.000
80 C -0.75836 3.75428 -1.16011  0.001
81 Br -0.48215 2.58781 -2.63935  0.002
82 C -1.41591 4.91364 -1.46973  0.000
83 F -1.86175 5.14746 -2.70304  0.000
84 H 1.91637 2.64853 3.21950  0.000
85 H 3.86042 4.00184 3.58802  0.000
86 H 5.23763 4.82526 1.70157  0.000
87 H 4.71157 4.08546 -0.63929  0.000
88 H 2.67772 2.73551 -1.00596  0.000
89 H -1.90412 2.74751 2.28186  0.000
90 H -2.89664 1.79413 4.23301  0.000
91 H -1.75984 0.06546 5.57413  0.000
92 H 0.37449 -0.85260 4.79317  0.000
93 H 1.45244 0.07812 2.73066  0.000
94 S 3.94936 -1.91137 2.41827  0.037
95 C 2.97526 -1.33957 1.28887  0.026
96 N 2.22428 -0.94748 0.46847  0.011

Density functional theory data (ωB97M-V/def2-TZVPD) for the ion C43H38Cl2NSi with charge +1.

total charge: +1
energy: -79615.05293 eV
frontier orbital gap: 7.48 eV
energy relative to the best compared isomer or geometry (same formula, charge and spin): 0.0 kcal/mol
SMILES string: Clc1ccc(C(c2ccc(Cl)cc2)[C@H](/C=[N+]2\CCC[C@H]2[Si](c2ccccc2)(c2ccccc2)c2ccccc2)c2ccccc2)cc1

Last column: Löwdin charge in e.
Element x y z (Å)
1 Cl -5.11572 0.02897 2.31685  0.712
2 C -3.46226 -0.23283 2.66882  -0.681
3 C -3.08119 -1.37888 3.37709  -0.081
4 C -1.72052 -1.62766 3.56290  -0.033
5 C -0.72680 -0.76385 3.09044  -0.140
6 C 0.73390 -1.25875 3.13565  -0.168
7 C 1.78919 -0.37907 2.42051  -0.188
8 C 2.71844 -1.00761 1.58195  -0.026
9 C 3.85027 -0.32016 1.13649  -0.086
10 C 4.03390 1.01366 1.51829  -0.679
11 Cl 5.48742 1.82727 1.10588  0.705
12 C 3.04284 1.69492 2.23607  -0.076
13 C 1.92939 0.98200 2.70053  -0.055
14 C 1.25614 -1.69173 4.47468  -0.189
15 C 0.45225 -2.80254 5.08062  0.056
16 N 0.72420 -4.07975 4.84370  -0.020
17 C 2.03492 -4.54953 4.38267  -0.099
18 C 1.87888 -6.05975 4.21539  -0.129
19 C 0.37773 -6.34151 4.14286  -0.135
20 C -0.33914 -5.06894 4.64867  -0.258
21 Si -1.56216 -5.25356 6.09606  0.752
22 C -1.75439 -3.81516 7.26359  -0.265
23 C -2.62073 -2.74850 6.96174  -0.111
24 C -2.68196 -1.62357 7.79387  -0.072
25 C -1.94010 -1.58839 8.98007  -0.074
26 C -1.11341 -2.66746 9.31067  -0.061
27 C -1.02587 -3.77696 8.46295  -0.070
28 C -0.98996 -6.74460 7.04656  -0.268
29 C -1.88967 -7.79178 7.28050  -0.072
30 C -1.46571 -8.93896 7.95979  -0.064
31 C -0.14452 -9.04603 8.40739  -0.069
32 C 0.75379 -7.99793 8.18326  -0.072
33 C 0.33006 -6.84210 7.51594  -0.119
34 C -3.22861 -5.48660 5.28025  -0.256
35 C -4.38945 -5.24362 6.03295  -0.102
36 C -5.64705 -5.25995 5.42094  -0.064
37 C -5.75750 -5.51289 4.04994  -0.068
38 C -4.60898 -5.79532 3.30458  -0.071
39 C -3.35386 -5.82777 3.92398  -0.085
40 C 1.53925 -0.55028 5.48582  -0.168
41 C 2.80384 0.04362 5.46842  -0.045
42 C 3.12870 1.05885 6.36677  -0.057
43 C 2.22421 1.39126 7.38212  -0.070
44 C 0.97201 0.77539 7.42546  -0.059
45 C 0.60830 -0.15431 6.43917  -0.025
46 C -1.13386 0.39408 2.41741  -0.006
47 C -2.49478 0.66890 2.21432  -0.070
48 H -3.82867 -2.07863 3.74459  0.104
49 H -1.42578 -2.56331 4.04511  0.084
50 H 0.71380 -2.19179 2.54358  0.149
51 H 2.56994 -2.05065 1.29034  0.117
52 H 4.59983 -0.81499 0.52016  0.112
53 H 3.16040 2.75302 2.45648  0.114
54 H 1.18533 1.49274 3.31607  0.126
55 H 2.23751 -2.14048 4.27409  0.133
56 H -0.31363 -2.58253 5.83425  0.112
57 H 2.81802 -4.27269 5.10335  0.148
58 H 2.29840 -4.09228 3.41484  0.132
59 H 2.33702 -6.57146 5.06498  0.113
60 H 2.39322 -6.39912 3.31382  0.123
61 H 0.09089 -7.22923 4.71260  0.110
62 H 0.06362 -6.50186 3.10902  0.119
63 H -1.01652 -4.71821 3.85063  0.104
64 H -3.26800 -2.79827 6.08287  0.094
65 H -3.32498 -0.78641 7.51719  0.114
66 H -2.00903 -0.72415 9.64350  0.112
67 H -0.53746 -2.64837 10.23623  0.111
68 H -0.39941 -4.62748 8.73980  0.095
69 H -2.92123 -7.70769 6.92292  0.104
70 H -2.17363 -9.74836 8.13657  0.110
71 H 0.18618 -9.94507 8.93161  0.111
72 H 1.78703 -8.06592 8.52484  0.108
73 H 1.03588 -6.01619 7.37008  0.105
74 H -4.31234 -5.02135 7.10189  0.115
75 H -6.53554 -5.06357 6.01990  0.111
76 H -6.73483 -5.49813 3.56561  0.111
77 H -4.67881 -5.99637 2.23478  0.109
78 H -2.46974 -6.10232 3.34163  0.096
79 H 3.53831 -0.29343 4.73173  0.124
80 H 4.09188 1.56096 6.27742  0.113
81 H 2.51052 2.12821 8.13862  0.112
82 H 0.26716 1.01110 8.22465  0.107
83 H -0.39136 -0.58952 6.43892  0.098
84 H -0.40156 1.08966 2.01481  0.104
85 H -2.79844 1.56472 1.68398  0.112

Density functional theory data (ωB97M-V/def2-TZVPD) for a structure of composition C43H38ClMnN3OP2S.

total charge: +3
spin multiplicity: 5
energy: -124957.68953 eV
frontier orbital gap (alpha / beta): 4.34 / 6.86 eV
energy relative to the best compared isomer or geometry (same formula, charge and spin): 19.9 kcal/mol
⟨S²⟩: 6.405

Last column: Löwdin spin population.
Element x y z (Å)
1 Mn -0.10404 -0.68575 -0.36996  4.164
2 O 0.33623 2.07105 1.28750  -0.007
3 C -0.70981 2.57598 2.00676  -0.001
4 C -0.77132 3.85432 2.55304  -0.003
5 C -1.89267 4.22439 3.27377  0.000
6 C -2.92981 3.32309 3.46709  -0.006
7 C -2.89616 2.07348 2.86662  0.000
8 C -1.79708 1.69486 2.10759  -0.006
9 P -1.75181 0.13886 1.12673  -0.047
10 C -2.04072 -1.17114 2.35202  -0.004
11 C -2.80077 -2.29234 2.00937  -0.006
12 C -2.97562 -3.30993 2.93073  0.000
13 C -2.38653 -3.21984 4.18426  -0.010
14 C -1.59907 -2.12338 4.50844  0.001
15 C -1.41568 -1.09930 3.59606  -0.008
16 C -3.33411 0.34976 0.24411  -0.011
17 C -4.55848 0.19900 0.89444  -0.006
18 C -5.71652 0.63063 0.27302  -0.001
19 C -5.66320 1.18810 -0.99584  -0.004
20 C -4.45455 1.27380 -1.67224  0.000
21 C -3.28967 0.85828 -1.05460  0.003
22 C 1.65080 2.28621 1.55147  -0.013
23 C 2.21717 2.90161 2.66006  0.001
24 C 3.59663 3.00894 2.72181  -0.014
25 C 4.40478 2.51907 1.70198  -0.007
26 C 3.84415 1.85189 0.62299  -0.005
27 C 2.46670 1.70939 0.56221  -0.025
28 P 1.52922 0.89177 -0.76600  -0.097
29 C 1.37388 2.25814 -1.95647  -0.015
30 C 0.14367 2.87270 -2.18948  0.001
31 C 0.05434 3.87722 -3.13882  0.000
32 C 1.18828 4.27403 -3.83397  0.000
33 C 2.42173 3.70170 -3.55878  -0.002
34 C 2.52168 2.69596 -2.61407  -0.004
35 C 2.75485 -0.30089 -1.40235  -0.023
36 C 3.09151 -0.47017 -2.74454  -0.016
37 C 4.07958 -1.37843 -3.08828  -0.004
38 C 4.72285 -2.12833 -2.11466  -0.030
39 C 4.35823 -1.99295 -0.78321  0.000
40 C 3.37024 -1.09528 -0.42706  -0.018
41 H 0.02697 4.56032 2.38376  0.000
42 H -1.95569 5.21906 3.68437  0.000
43 H -3.78432 3.60471 4.05980  0.000
44 H -3.72269 1.39640 3.00079  0.000
45 H -3.26166 -2.35653 1.03145  0.000
46 H -3.59451 -4.16092 2.68882  0.000
47 H -2.54719 -4.00255 4.90907  -0.001
48 H -1.13748 -2.06800 5.48106  0.000
49 H -0.80936 -0.23691 3.84526  0.000
50 H -4.61209 -0.25141 1.87524  0.000
51 H -6.66165 0.54435 0.78574  0.000
52 H -6.56654 1.54598 -1.46229  0.000
53 H -4.42747 1.68002 -2.67064  0.000
54 H -2.32340 0.91397 -1.55903  0.004
55 H 1.60271 3.27885 3.46285  0.000
56 H 4.04671 3.47546 3.58294  -0.001
57 H 5.47390 2.64942 1.75508  0.000
58 H 4.47249 1.44524 -0.15431  0.000
59 H -0.72704 2.57027 -1.61624  0.001
60 H -0.89481 4.35281 -3.33905  0.000
61 H 1.11318 5.04219 -4.58727  0.000
62 H 3.30755 4.03842 -4.07708  0.000
63 H 3.48086 2.25585 -2.38150  0.000
64 H 2.61077 0.12125 -3.51186  -0.001
65 H 4.36680 -1.48825 -4.12150  0.000
66 H 5.50457 -2.81901 -2.39223  -0.001
67 H 4.85841 -2.57493 -0.02542  0.001
68 H 3.08544 -0.97814 0.61440  0.000
69 Cl -0.32997 0.77901 -5.88197  -0.001
70 C -0.20207 -0.51632 -4.76929  0.000
71 C 0.03589 -1.82626 -5.18497  0.005
72 C 0.17139 -2.80192 -4.21382  0.000
73 C 0.06932 -2.45137 -2.87706  0.009
74 N -0.17425 -1.20032 -2.46559  0.029
75 C -0.31144 -0.25971 -3.40397  0.011
76 H 0.12005 -2.06651 -6.23285  0.000
77 H 0.35859 -3.83071 -4.48274  0.000
78 H 0.21250 -3.20555 -2.11639  0.001
79 H -0.48660 0.75695 -3.07666  0.002
80 C 1.82332 -4.12384 2.59010  0.004
81 N 0.79577 -4.84220 1.87157  0.012
82 C 0.04247 -4.30069 0.93697  0.038
83 N -0.86500 -5.01935 0.28152  0.013
84 S 0.24599 -2.64838 0.53380  0.089
85 H 2.20736 -4.73284 3.40193  0.000
86 H 1.41588 -3.20088 3.00258  0.001
87 H 2.64797 -3.87178 1.92258  0.001
88 H 0.70108 -5.83106 2.07203  0.001
89 H -0.98493 -6.00789 0.45095  0.001
90 H -1.45669 -4.59280 -0.41264  0.001